(1)
DFT (ωB97M-V/def2-TZVPD) results for C23H34N4O3PtSTe as an isolated structure.

The geometry in XYZ format:
```
67
Properties=species:S:1:pos:R:3:lowdin_spin:R:1
Pt -0.882 -0.167 0.438 1.432
C -1.141 -1.073 4.745 0.006
S -1.010 -1.279 3.005 0.025
O -0.410 0.040 2.486 0.124
O -0.116 -2.377 2.711 0.051
O -2.345 -1.391 2.415 0.057
H -0.145 -0.920 5.153 0.000
H -1.567 -1.996 5.134 0.002
H -1.791 -0.229 4.960 0.000
C 6.609 1.438 -1.262 0.010
C 5.354 0.681 -0.962 0.054
C 4.669 0.865 0.239 -0.001
C 3.518 0.161 0.545 0.042
C 2.844 0.381 1.865 0.027
C 3.034 -0.761 -0.405 0.114
Te 1.378 -1.927 0.003 1.139
C 3.716 -0.988 -1.624 0.049
C 3.287 -2.008 -2.640 0.037
C 4.858 -0.250 -1.875 -0.001
H 6.813 2.193 -0.506 0.000
H 6.543 1.926 -2.234 0.003
H 7.460 0.756 -1.301 0.004
H 5.063 1.565 0.966 0.000
H 3.539 0.825 2.575 0.002
H 2.469 -0.543 2.313 0.016
H 1.996 1.061 1.763 0.002
H 2.216 -2.226 -2.622 0.027
H 3.821 -2.948 -2.490 0.001
H 3.515 -1.658 -3.645 0.003
H 5.387 -0.407 -2.808 0.000
C -4.128 -3.883 0.846 0.001
C -2.822 -4.152 0.129 0.005
N -2.338 -2.897 -0.460 0.050
C -3.044 -1.773 -0.543 0.047
N -2.337 -0.615 -0.832 0.368
C -3.170 0.471 -1.362 0.036
C -4.345 0.697 -0.427 0.015
C -5.185 -0.563 -0.388 0.003
N -4.348 -1.772 -0.362 0.028
C -5.020 -3.049 -0.056 0.004
H -3.944 -3.342 1.775 0.000
H -4.616 -4.826 1.088 0.000
H -2.954 -4.885 -0.669 0.002
H -2.056 -4.513 0.815 0.002
H -1.369 -2.824 -0.722 0.007
H -3.508 0.190 -2.365 0.012
H -2.546 1.357 -1.457 0.001
H -4.955 1.534 -0.765 0.001
H -3.971 0.938 0.570 0.002
H -5.833 -0.634 -1.265 0.001
H -5.816 -0.589 0.500 0.000
H -5.247 -3.565 -0.992 0.002
H -5.960 -2.802 0.430 0.000
C 1.462 5.580 -1.260 0.000
C 0.947 4.234 -0.869 0.001
C 0.447 3.978 0.406 0.005
C -0.024 2.721 0.725 0.017
N -0.019 1.717 -0.163 0.144
C 0.468 1.941 -1.393 0.011
C 0.951 3.171 -1.775 0.006
H 1.333 6.307 -0.462 0.000
H 0.944 5.941 -2.149 0.000
H 2.524 5.521 -1.505 0.000
H 0.419 4.755 1.158 0.001
H -0.408 2.488 1.710 0.002
H 0.460 1.099 -2.074 0.001
H 1.328 3.300 -2.780 0.001
```

spin multiplicity = 5
charge = +2
<S²> = 6.03
Kohn-Sham gap (alpha / beta) = 8.83 / 5.88 eV
lowest unoccupied orbital energy (alpha / beta) = -4.92 / -8.40 eV
E_tot = -57865.600 eV

(2)
DFT (ωB97M-V/def2-TZVPD) results for a single CH4O molecule.

The geometry in XYZ format:
```
6
Properties=species:S:1:pos:R:3:nbo_charge:R:1
C -0.253 0.284 -0.296 -0.259
H -0.753 -0.208 -1.146 0.198
H 0.447 1.144 -0.435 0.180
H -0.960 0.299 0.606 0.181
H 1.020 -0.718 1.041 0.473
O 0.500 -0.800 0.230 -0.772
```

Kohn-Sham gap = 11.05 eV
lowest unoccupied orbital energy = 1.05 eV
SMILES = CO
energy relative to the best compared isomer or geometry (same formula, charge and spin) = 16.1 kcal per mole
E_tot = -3148.114 eV

(3)
DFT (ωB97M-V/def2-TZVPD) results for a single C7H7ClN2P2 molecule.

The geometry in XYZ format:
```
19
Properties=species:S:1:pos:R:3:nbo_charge:R:1
C 3.998 -0.010 -0.171 0.266
C 1.869 1.039 0.473 -0.124
C 0.464 0.988 0.361 -0.237
C 1.851 -1.274 -0.375 0.104
C 2.532 -0.045 -0.034 -0.203
C -0.107 -0.239 0.020 0.147
C -1.642 -0.384 0.032 -0.539
N 5.152 -0.092 -0.063 -0.291
N 0.500 -1.343 -0.251 -0.408
P -2.542 0.106 1.668 0.358
P -2.485 0.566 -1.470 0.299
Cl -2.050 -2.061 -0.199 0.006
H 2.264 1.916 0.878 0.235
H -0.092 1.890 0.697 0.239
H 2.391 -2.142 -0.647 0.215
H -2.486 1.466 1.405 -0.043
H -3.792 0.382 1.082 -0.014
H -3.588 -0.225 -1.036 -0.004
H -2.238 -0.537 -2.372 -0.007
```

Kohn-Sham gap = 9.40 eV
lowest unoccupied orbital energy = -0.12 eV
SMILES = N#Cc1ccc(C(P)(P)Cl)nc1
energy relative to the best compared isomer or geometry (same formula, charge and spin) = 0.0 kcal per mole
E_tot = -41450.054 eV

(4)
DFT (ωB97M-V/def2-TZVPD) results for a single C18H28N4O2S2 molecule.

The geometry in XYZ format:
```
54
Properties=species:S:1:pos:R:3:nbo_charge:R:1
O -2.593 -1.617 -1.938 -0.644
C -1.928 -2.256 -1.147 0.659
N -2.325 -2.212 0.106 -0.539
C -3.560 -1.622 0.604 -0.071
C -3.514 -1.141 1.837 -0.437
C -4.454 -2.262 1.817 -0.411
H -5.560 -2.184 1.928 0.224
H -4.084 -3.093 2.055 0.183
H -4.066 0.017 2.051 0.204
H -2.586 -1.143 2.540 0.244
H -4.194 -0.879 -0.151 0.253
H -1.960 -2.605 0.720 0.366
C -0.750 -3.186 -1.528 -0.170
N 0.335 -1.961 -1.424 -0.548
C 0.818 -1.507 -0.465 0.350
N 1.543 -0.437 -0.339 -0.413
C 1.931 0.062 -1.687 -0.199
H 2.162 -0.588 -2.391 0.179
H 2.858 0.989 -1.650 0.211
C 0.706 1.103 -2.192 -0.448
C 0.299 2.241 -1.518 -0.197
N -0.217 1.913 0.042 -0.491
C -1.425 1.319 -0.013 -0.260
C -2.618 2.284 0.068 -0.046
O -2.427 3.356 0.688 -0.512
C -1.095 3.864 0.846 -0.063
H -1.132 4.341 1.703 0.192
C 0.015 2.997 0.890 -0.191
H 0.852 3.326 0.963 0.191
H -0.033 2.276 1.956 0.158
H -1.105 4.536 -0.127 0.163
H -3.548 1.719 -0.081 0.210
H -2.538 2.788 -1.060 0.057
H -1.565 0.379 -0.917 0.231
H -1.511 0.580 0.873 0.193
H 1.266 3.085 -1.249 0.167
H -0.382 2.843 -2.143 0.216
H 1.051 1.463 -3.014 0.209
H -0.165 0.482 -2.460 0.200
C 2.206 0.249 0.786 -0.127
C 3.806 -0.461 0.895 -0.079
C 4.033 -1.507 1.443 -0.336
C 5.466 -1.799 1.068 -0.274
C 6.109 -0.835 0.467 -0.314
S 4.926 0.608 -0.009 0.237
H 7.348 -0.618 0.182 0.252
H 6.179 -2.744 1.398 0.234
H 3.655 -2.453 1.697 0.273
H 1.812 -0.117 1.481 0.196
H 2.167 1.276 0.693 0.202
S 0.561 -2.144 1.098 -0.494
H 0.375 -1.469 -2.364 0.410
H -0.377 -3.678 -0.735 0.237
H -0.766 -3.578 -2.289 0.162
```

Kohn-Sham gap = 8.08 eV
lowest unoccupied orbital energy = 0.52 eV
SMILES = O=C(CNC(=S)N(CCCN1CCOCC1)Cc1cccs1)NC1CC1
E_tot = -50824.073 eV

(5)
DFT (ωB97M-V/def2-TZVPD) results for an isolated ion of composition C3H9BNO2 and charge +1.

The geometry in XYZ format:
```
16
Properties=species:S:1:pos:R:3:nbo_charge:R:1
B -0.073 1.204 0.539 1.072
C 0.639 -0.726 -0.874 -0.430
C 1.371 0.639 -1.142 -0.067
C -0.096 -0.374 0.451 -0.356
N -1.466 -1.187 0.551 -0.723
O 0.822 1.634 -0.376 -0.640
O -0.615 1.911 1.504 -0.873
H -0.293 -1.046 -1.522 0.191
H 1.294 -1.556 -0.758 0.239
H 2.449 0.404 -0.875 0.197
H 1.390 0.990 -2.244 0.218
H 0.561 -0.713 1.409 0.259
H -2.023 -1.001 -0.355 0.444
H -2.155 -0.758 1.295 0.474
H -1.224 -2.203 0.612 0.458
H -0.582 2.785 1.784 0.537
```

charge = +1
Kohn-Sham gap = 10.81 eV
lowest unoccupied orbital energy = -3.91 eV
SMILES = [NH3+][C@H]1CCOB1O
energy relative to the best compared isomer or geometry (same formula, charge and spin) = 8.2 kcal per mole
E_tot = -9513.217 eV

(6)
DFT (ωB97M-V/def2-TZVPD) results for C22H22BrCl3N3O3Pr as an isolated structure.

The geometry in XYZ format:
```
55
Properties=species:S:1:pos:R:3:lowdin_spin:R:1
Pr -0.711 -1.255 0.110 2.017
Cl -0.166 5.971 1.278 0.000
C -0.613 4.384 0.808 0.000
C -0.056 3.288 1.455 0.000
C -0.418 2.024 1.037 0.000
Cl 0.204 0.613 1.861 -0.003
C -1.310 1.777 -0.020 0.001
O -1.606 0.562 -0.427 -0.005
C -1.866 2.925 -0.626 -0.001
Cl -2.980 2.674 -1.920 0.000
C -1.539 4.200 -0.217 0.000
H 0.639 3.424 2.267 0.000
H -1.993 5.055 -0.689 0.000
N -4.373 -3.088 -1.474 0.000
C -3.601 -2.055 -1.121 0.000
N -3.842 -0.852 -1.653 0.000
O -2.644 -2.228 -0.315 -0.003
H -5.151 -2.993 -2.102 0.000
H -4.214 -3.992 -1.062 0.000
H -4.650 -0.680 -2.229 0.000
H -3.285 -0.048 -1.356 0.000
C 3.929 3.273 0.363 0.000
C 3.009 2.315 -0.295 0.000
C 3.005 0.965 0.081 0.000
C 2.195 0.031 -0.528 0.001
C 2.410 -1.426 -0.174 -0.001
C 1.300 0.459 -1.569 0.000
C 0.392 -0.457 -2.204 -0.001
O 0.157 -1.620 -1.805 -0.005
C 1.345 1.823 -1.997 0.000
C 0.517 2.317 -3.133 0.000
C 2.184 2.708 -1.343 0.000
H 4.074 3.032 1.414 0.000
H 3.588 4.299 0.259 0.000
H 4.907 3.210 -0.119 0.000
H 3.691 0.648 0.852 0.000
H 1.586 -1.888 0.422 0.000
H 3.317 -1.509 0.427 0.000
H 2.554 -2.017 -1.082 0.000
H -0.115 -0.123 -3.125 0.000
H -0.543 2.235 -2.906 0.000
H 0.717 1.747 -4.038 0.000
H 0.734 3.362 -3.334 0.000
H 2.215 3.735 -1.672 0.000
Br -0.315 -6.507 4.879 0.001
C -0.293 -5.095 3.641 0.001
C 0.150 -3.824 4.009 0.000
C 0.152 -2.821 3.063 0.001
N -0.263 -2.986 1.790 -0.004
C -0.680 -4.225 1.446 0.001
C -0.711 -5.289 2.322 0.000
H 0.489 -3.627 5.014 0.000
H 0.516 -1.833 3.334 0.000
H -0.993 -4.362 0.410 0.000
H -1.045 -6.260 1.993 0.000
```

spin multiplicity = 3
charge = +2
<S²> = 2.00
Kohn-Sham gap (alpha / beta) = 6.92 / 6.93 eV
lowest unoccupied orbital energy (alpha / beta) = -6.92 / -6.91 eV
energy relative to the best compared isomer or geometry (same formula, charge and spin) = 12.0 kcal per mole
E_tot = -155452.848 eV